Entry from the Open Molecules 2025 dataset: 3 unconnected molecules or ions with the total composition CH8N2O2 at a distorted geometry (the ωB97M-V functional and the def2-TZVPD basis).

Structure (ORCA input):
```
! wB97M-V def2-TZVPD RIJCOSX def2/J DEFGRID3
* xyz -1 2
O 2.203 0.018 0.755
H 0.248 2.370 1.725
H -1.676 0.423 -1.519
H 1.272 1.720 2.696
N 0.291 -1.140 -1.185
C -0.957 -1.259 -0.863
H -1.405 -2.154 -0.421
H 0.320 -0.539 -2.079
N -2.007 -0.350 -0.972
H -2.927 -0.699 -0.929
O 0.256 1.880 2.550
H 1.824 -0.772 0.259
H 2.559 0.501 -0.019
*
```

Computed properties:
- orbital gap (spin up / spin down) (eV) = 2.731 / 7.580
- ΔE to the lowest compared entry with this formula, charge and spin (kcal/mol) = 26.2
- LUMO level (spin up / spin down) (eV) = 4.274 / 4.092
- expectation value of S² = 0.7545

Atom charges from the Mulliken analysis, given in e for atoms 1 to 2: O -0.776; H 0.349



Entry from the Open Molecules 2025 dataset: a molecular structure, C19H23AuN6O4S2 (the ωB97M-V functional and the def2-TZVPD basis).

Structure (ORCA input):
```
! wB97M-V def2-TZVPD RIJCOSX def2/J DEFGRID3
* xyz 0 1
H -1.468 2.274 5.300
H -3.431 -3.770 0.211
C -0.729 -1.517 0.639
H 2.813 -5.667 -0.936
S -1.175 -3.167 1.047
O -2.618 2.922 -0.787
C 1.480 1.751 -1.019
C -0.493 2.294 3.397
C 2.905 -4.590 -0.865
H 1.183 3.135 1.584
C -1.558 2.050 4.245
H 4.391 -1.968 -2.418
H 3.312 -0.768 -0.548
H -3.581 1.339 4.397
C -2.841 -1.725 -0.216
H -1.468 1.112 -3.255
C -2.834 1.233 2.392
C 0.252 3.772 -0.603
N -3.077 2.244 -2.910
H 1.732 -4.447 0.927
O -4.241 3.912 -1.968
N 4.307 -4.580 -2.835
C -3.378 3.070 -1.827
C -2.711 -2.972 0.258
H 3.951 -5.493 -3.060
H -0.546 4.213 -0.010
H -3.753 0.818 1.992
C -1.746 1.475 1.567
C 3.654 -3.899 -1.819
C -0.560 2.013 2.032
N -1.742 -0.913 -0.011
H 1.343 1.398 1.371
H 2.463 2.217 -0.855
H -0.035 3.849 -1.652
Au -1.959 1.049 -0.391
N 0.397 -0.898 0.868
N -2.321 1.081 -2.703
H 4.561 -4.038 -3.643
H 1.540 0.693 -0.762
C 2.429 -2.536 0.278
H 1.178 4.347 -0.447
S 1.636 -1.655 1.587
N 0.429 2.376 -0.234
O 1.162 -2.636 2.534
H 0.430 2.702 3.794
H -2.836 0.236 -2.940
O 2.534 -0.623 2.023
C 2.298 -3.912 0.176
C -2.738 1.524 3.744
H -3.709 -1.317 -0.727
H 1.243 1.842 -2.083
C 3.184 -1.838 -0.657
C 0.674 2.241 1.197
H -3.722 2.258 -3.684
C 3.790 -2.510 -1.698
*
```

Computed properties:
- orbital gap (eV) = 7.554
- ΔE to the lowest compared entry with this formula, charge and spin (kcal/mol) = 11.4
- LUMO level (eV) = -0.512

Atom charges from the Mulliken analysis, given in e for atoms 1 to 2: H 0.397; H 0.415



Entry from the Open Molecules 2025 dataset: a molecular structure, C4H10N2 (the ωB97M-V functional and the def2-TZVPD basis).

Structure (ORCA input):
```
! wB97M-V def2-TZVPD RIJCOSX def2/J DEFGRID3
* xyz 0 1
H -0.544 2.568 0.220
H -1.911 -0.299 1.413
H -0.070 1.831 -1.325
H 0.230 0.559 1.470
C -1.219 -0.688 -0.378
H 1.040 -2.548 0.134
N -1.852 0.157 0.505
C 0.171 1.910 -0.264
C 0.750 -0.565 -0.264
H -1.279 -0.373 -1.419
N 1.237 -1.641 0.543
H 2.234 -1.591 0.725
H -1.265 -1.781 -0.268
H 1.085 -0.450 -1.293
C 0.212 0.575 0.389
H 1.180 2.337 -0.189
*
```

Computed properties:
- orbital gap (eV) = 7.670
- ΔE to the lowest compared entry with this formula, charge and spin (kcal/mol) = 108.1
- LUMO level (eV) = 0.866

Atom charges from the Mulliken analysis, given in e for atoms 1 to 2: H 0.349; H 0.190



Entry from the Open Molecules 2025 dataset: 3 unconnected molecules or ions with the total composition C24H42BF7N4O9S at a distorted geometry (the ωB97M-V functional and the def2-TZVPD basis).

Structure (ORCA input):
```
! wB97M-V def2-TZVPD RIJCOSX def2/J DEFGRID3
* xyz 0 1
H 3.349 -2.825 0.936
H 2.375 2.844 0.788
H -0.706 -0.867 1.603
O 1.737 0.504 -0.281
O -1.344 -0.700 2.304
H -3.884 -5.060 0.827
C -2.287 -1.343 6.017
H -4.742 0.877 3.141
H 4.730 -3.281 -0.111
H 2.794 -0.124 1.399
C 1.966 1.565 -4.803
C -5.170 -4.221 1.891
C 2.212 0.725 1.042
H -2.504 -4.690 2.616
H 4.836 3.945 0.823
F -1.672 -2.028 6.978
H -4.794 -2.454 0.780
C 2.402 2.915 -4.273
F -4.218 -2.478 6.520
H 2.191 0.454 -7.877
H -3.223 1.474 0.314
F -1.386 -1.071 5.069
F -3.407 -0.162 7.777
C 4.658 3.182 0.057
C 4.330 -2.514 0.561
C -2.387 -3.671 2.999
H 0.922 5.949 -6.686
C -6.463 -4.322 2.671
C 2.694 0.154 -1.275
H 1.366 -0.405 -6.556
H -2.359 0.002 -0.069
F -4.273 -1.382 4.690
H 5.002 -2.401 1.410
C -3.019 -2.718 1.947
H 3.912 3.545 -0.659
H 5.393 3.377 -5.593
H 2.676 0.801 -4.465
H -3.030 0.753 3.526
C -2.413 -3.116 0.654
H 3.478 0.908 -1.350
C -4.556 -2.829 1.773
O -2.067 -4.382 5.483
H 2.464 -1.943 -0.901
H 2.405 6.803 -7.164
C 2.152 0.320 -6.797
O 2.586 4.791 -6.697
S -3.085 -3.779 4.673
H 3.083 2.219 2.300
N -1.984 -3.504 -0.346
H -7.222 -4.827 2.080
C 3.274 -1.236 -1.117
B -2.613 -1.137 2.016
H -3.595 1.913 2.324
C -3.302 0.389 0.335
O 4.249 1.964 0.642
O 3.793 3.177 -4.405
C -3.738 0.906 2.711
H 3.123 -0.063 -6.462
O 4.251 -1.264 -0.091
N -4.732 -5.283 1.360
C -3.482 -2.142 5.457
H 4.164 5.531 -5.567
H 1.308 0.778 1.657
C 1.987 6.050 -6.487
H -4.070 0.114 -0.392
H 0.971 1.326 -4.405
C 3.948 4.747 -6.301
H -6.839 -3.323 2.896
H 3.761 -1.529 -2.057
H 4.565 4.921 -7.193
O -4.295 -4.541 4.725
H -6.325 -4.858 3.604
H 1.804 3.719 -4.703
H 4.038 2.587 -6.386
N -3.636 -0.137 1.673
C -0.932 -3.510 3.140
H 2.138 0.171 -2.215
C -2.693 0.019 6.682
N 0.148 -3.122 3.137
F -3.284 0.846 5.835
H 2.114 6.378 -5.448
C 4.307 3.400 -5.711
O 1.876 1.576 -6.218
H 5.586 2.998 -0.481
C 2.960 2.028 1.226
H 2.220 2.915 -3.195
F -1.538 0.589 7.054
H -5.059 -2.172 2.473
*
```

Computed properties:
- orbital gap (eV) = 9.139
- structure (SMILES) = [H]/N=C(/C)C[C@@](C#N)(B(O)N(C)C)[C@@H](C#N)S(=O)(=O)C(F)(F)C(F)(F)C(F)(F)F.COCCOCCOC.COCCOCCOC
- LUMO level (eV) = -0.107

Atom charges from the Mulliken analysis, given in e for atoms 1 to 2: H 0.284; H 0.374



Copy entry 3 word for word.
Entry from the Open Molecules 2025 dataset: a molecular structure, C4H10N2 (the ωB97M-V functional and the def2-TZVPD basis).

Structure (ORCA input):
```
! wB97M-V def2-TZVPD RIJCOSX def2/J DEFGRID3
* xyz 0 1
H -0.544 2.568 0.220
H -1.911 -0.299 1.413
H -0.070 1.831 -1.325
H 0.230 0.559 1.470
C -1.219 -0.688 -0.378
H 1.040 -2.548 0.134
N -1.852 0.157 0.505
C 0.171 1.910 -0.264
C 0.750 -0.565 -0.264
H -1.279 -0.373 -1.419
N 1.237 -1.641 0.543
H 2.234 -1.591 0.725
H -1.265 -1.781 -0.268
H 1.085 -0.450 -1.293
C 0.212 0.575 0.389
H 1.180 2.337 -0.189
*
```

Computed properties:
- orbital gap (eV) = 7.670
- ΔE to the lowest compared entry with this formula, charge and spin (kcal/mol) = 108.1
- LUMO level (eV) = 0.866

Atom charges from the Mulliken analysis, given in e for atoms 1 to 2: H 0.349; H 0.190